1.
20
Properties=species:S:1:pos:R:3 method="wB97M-V/def2-TZVPD" e_above_lowest_kj_mol=73.6 total_energy_ev=-6895.099 orbital_gap_ev=11.72 homo_ev=-15.321 smiles=CC(C)CC[NH3+] charge=+1 max_force_ha_per_bohr=0.0464
C 2.195 0.731 0.186
C 0.817 0.134 0.326
C 0.016 0.915 1.460
C 0.074 0.216 -1.024
C -1.107 -0.783 -1.239
N -1.764 -1.116 0.088
H 2.875 0.468 1.014
H 2.374 1.802 0.190
H 2.657 0.279 -0.702
H 0.830 -0.911 0.660
H -0.100 0.312 2.359
H 0.595 1.828 1.584
H -0.956 1.271 1.118
H -0.340 1.216 -1.163
H 0.814 -0.059 -1.771
H -0.631 -1.621 -1.744
H -1.924 -0.431 -1.863
H -1.042 -1.070 0.816
H -2.462 -0.422 0.318
H -2.172 -2.050 0.156

=====

2.
83
Properties=species:S:1:pos:R:3 method="wB97M-V/def2-TZVPD" e_above_lowest_kj_mol=0.0 total_energy_ev=-75162.042 orbital_gap_ev=6.70 homo_ev=-10.968 charge=+1 max_force_ha_per_bohr=0.0226
W 1.084 -0.107 0.697
O -1.042 0.766 4.137
C -0.890 0.730 2.951
O 0.066 -0.024 2.378
C -1.814 1.432 1.967
C -2.232 0.446 0.869
C -3.405 1.001 0.066
C -2.717 2.095 -0.790
C -1.273 1.997 -0.314
O -1.125 0.565 -0.073
C -1.139 2.560 1.111
C 0.308 2.741 1.494
O 0.715 3.615 2.196
O 1.125 1.809 0.960
H -2.660 1.814 2.532
H -2.314 -0.586 1.193
H -3.846 0.227 -0.560
H -4.184 1.389 0.720
H -2.782 1.866 -1.852
H -3.126 3.091 -0.631
H -0.507 2.313 -1.015
H -1.648 3.511 1.241
O -0.176 -1.650 0.525
N -0.200 -2.616 -0.409
C -1.397 -3.155 -0.737
C -1.439 -4.190 -1.620
C -0.231 -4.674 -2.153
C 0.963 -4.106 -1.795
C 0.985 -3.030 -0.892
S 2.331 -2.160 -0.351
H -2.248 -2.703 -0.253
H -2.390 -4.622 -1.891
H -0.245 -5.496 -2.854
H 1.903 -4.455 -2.196
C 1.688 -4.235 7.924
C 1.970 -3.480 6.656
C 1.159 -3.612 5.542
C 1.401 -2.918 4.362
C 0.514 -3.180 3.179
C 2.487 -2.043 4.316
Te 3.106 -0.992 2.574
N 2.945 0.411 0.043
C 2.518 0.617 -1.152
O 1.192 0.351 -1.276
C 3.282 1.041 -2.325
C 2.629 1.374 -3.507
C 3.368 1.783 -4.606
C 4.752 1.853 -4.522
C 5.404 1.515 -3.342
C 4.671 1.109 -2.241
C 3.123 0.933 3.456
C 2.135 1.200 4.397
C 2.087 2.442 5.004
C 3.028 3.403 4.666
C 4.014 3.116 3.739
C 4.095 1.873 3.111
C 5.203 1.617 2.127
C 3.370 -1.932 5.407
C 4.631 -1.106 5.385
C 3.078 -2.645 6.560
H 0.755 -4.791 7.856
H 1.618 -3.553 8.772
H 2.491 -4.942 8.140
H 0.306 -4.281 5.581
H -0.318 -3.823 3.466
H 1.070 -3.687 2.383
H 0.111 -2.260 2.780
H 1.550 1.309 -3.556
H 2.867 2.047 -5.527
H 5.327 2.172 -5.381
H 6.482 1.568 -3.284
H 5.158 0.838 -1.313
H 1.409 0.445 4.665
H 1.314 2.654 5.731
H 2.996 4.380 5.130
H 4.756 3.867 3.495
H 6.059 2.254 2.347
H 4.865 1.825 1.112
H 5.546 0.581 2.149
H 5.283 -1.381 4.551
H 5.199 -1.274 6.299
H 4.430 -0.038 5.314
H 3.747 -2.551 7.408

=====

3.
57
Properties=species:S:1:pos:R:3 method="wB97M-V/def2-TZVPD" total_energy_ev=-71200.243 orbital_gap_ev="6.47 / 7.63" homo_ev="-3.689 / -4.860" charge=-1 multiplicity=5 max_force_ha_per_bohr=0.0409 s2=6.03
Cr -1.506 0.103 0.422
C 0.118 -0.175 2.798
C -1.074 -0.935 2.650
C -2.154 -0.021 2.473
C -1.598 1.288 2.366
C -0.195 1.177 2.582
C 0.798 2.295 2.679
C -2.421 2.549 2.394
C -3.605 -0.347 2.710
C -1.260 -2.374 3.037
C 1.459 -0.686 3.233
H 1.284 2.280 3.658
H 0.313 3.258 2.543
H 1.582 2.200 1.923
H -2.964 2.637 3.340
H -3.148 2.551 1.582
H -1.795 3.431 2.281
H -3.812 -0.417 3.783
H -3.862 -1.303 2.254
H -4.248 0.421 2.286
H -1.633 -2.443 4.065
H -0.322 -2.922 2.977
H -1.988 -2.858 2.388
H 2.266 -0.132 2.753
H 1.577 -1.742 2.997
H 1.576 -0.573 4.317
O -3.031 1.603 -2.957
C -2.653 0.933 -2.003
O -2.086 1.380 -0.944
C -2.831 -0.610 -1.958
O -3.369 -1.226 -2.871
O -2.349 -1.116 -0.885
C 3.003 1.688 -3.640
C 2.645 1.726 -2.158
O 2.262 0.459 -1.693
P 0.677 0.311 -1.032
O 0.922 -1.236 -0.547
C 2.106 -1.680 0.092
C 3.122 -2.271 -0.880
O -0.157 0.034 -2.368
C 0.113 -1.029 -3.278
C -0.300 -0.587 -4.674
H 3.259 2.690 -3.983
H 2.156 1.316 -4.213
H 3.849 1.025 -3.806
H 1.828 2.440 -1.999
H 3.511 2.059 -1.568
H 1.793 -2.449 0.804
H 2.568 -0.859 0.643
H 2.708 -3.145 -1.372
H 4.017 -2.554 -0.331
H 3.377 -1.535 -1.635
H -0.477 -1.899 -2.972
H 1.176 -1.290 -3.236
H -1.320 -0.210 -4.636
H -0.259 -1.438 -5.352
H 0.352 0.207 -5.039

=====

4.
9
Properties=species:S:1:pos:R:3 method="wB97M-V/def2-TZVPD" e_above_lowest_kj_mol=0.0 total_energy_ev=-10158.069 orbital_gap_ev="3.61 / 8.56" homo_ev="-0.278 / -4.547" charge=-1 multiplicity=2 max_force_ha_per_bohr=0.0596 s2=0.75
C -1.382 0.354 -0.148
C 1.308 -0.211 -0.445
O -0.541 1.048 -0.752
O -0.781 -0.809 0.393
C 0.424 -1.213 -0.155
H 1.944 -0.193 -1.329
F 1.838 0.531 0.590
H 0.340 -2.033 -0.873
Li -3.345 0.800 0.564

=====

5.
60
Properties=species:S:1:pos:R:3 method="wB97M-V/def2-TZVPD" e_above_lowest_kj_mol=0.0 total_energy_ev=-32505.717 orbital_gap_ev=9.34 homo_ev=-9.234 smiles=CC(C)O.CC(C)O.CC(C)O.O.O.O.O.O.O.O.O charge=0 max_force_ha_per_bohr=0.0403
C 11.651 7.425 8.859
C 11.446 6.994 7.392
C 11.821 5.535 7.065
O 10.112 7.172 7.016
H 12.692 7.562 9.171
H 11.132 6.760 9.577
H 11.150 8.411 8.902
H 12.053 7.696 6.847
H 11.265 4.841 7.722
H 12.891 5.356 7.225
H 11.574 5.344 6.021
H 9.634 6.433 7.420
C 13.760 3.714 10.062
C 13.512 3.935 11.551
C 13.472 5.361 11.994
O 12.267 3.253 11.868
H 13.100 4.326 9.436
H 13.661 2.680 9.795
H 14.788 4.018 9.795
H 14.208 3.312 12.075
H 12.830 5.962 11.337
H 14.476 5.790 11.948
H 13.191 5.399 13.033
H 11.609 3.879 12.228
C 6.934 0.998 12.882
C 8.395 1.351 12.838
C 8.880 1.886 11.536
O 8.835 2.290 13.833
H 6.716 0.564 13.836
H 6.663 0.342 12.076
H 6.361 1.917 12.783
H 8.937 0.415 12.990
H 8.546 1.282 10.684
H 9.947 1.993 11.534
H 8.448 2.881 11.361
H 8.563 1.993 14.698
O 6.208 5.133 12.804
H 5.446 5.204 13.384
H 6.865 5.781 13.230
O 8.919 5.069 8.523
H 9.617 5.224 9.178
H 8.117 5.022 9.055
O 6.567 4.494 10.129
H 6.231 3.684 9.756
H 6.515 4.418 11.099
O 10.093 4.748 13.983
H 10.649 4.731 14.773
H 9.581 3.927 13.946
O 10.849 8.314 12.661
H 11.767 8.105 12.871
H 10.609 7.687 11.982
O 9.683 6.147 11.204
H 9.754 5.657 12.024
H 8.730 6.405 11.205
O 8.233 6.670 14.064
H 8.358 7.568 13.734
H 9.041 6.157 14.017
O 7.167 7.384 11.440
H 6.604 6.610 11.652
H 6.854 7.672 10.557

=====

6.
19
Properties=species:S:1:pos:R:3 method="wB97M-V/def2-TZVPD" e_above_lowest_kj_mol=67.3 total_energy_ev=-13433.159 orbital_gap_ev=10.35 homo_ev=-9.640 smiles="O=CNCCNC=O.O" charge=0 max_force_ha_per_bohr=0.0402
O 2.521 -1.254 1.100
C 1.390 -1.127 1.528
N 0.267 -1.364 0.815
C 0.347 -1.811 -0.557
C 0.110 -0.613 -1.597
N -0.508 0.542 -1.035
C -1.850 0.718 -1.067
O -2.452 1.563 -0.439
H 1.223 -0.749 2.518
H -0.623 -1.180 1.242
H 1.366 -2.137 -0.704
H -0.452 -2.527 -0.707
H -0.471 -1.051 -2.384
H 1.097 -0.389 -2.000
H -0.004 1.111 -0.365
H -2.326 0.036 -1.775
O 0.224 2.689 0.923
H -0.081 3.088 1.742
H -0.327 3.037 0.209